The following is a quantum chemistry calculation of C4H8Cl2OS in the gas phase at a distorted geometry, from the OMol25 dataset.

Last columns: bonded neighbours and bond lengths (Å).
Positions of all 16 atoms, in Å:
1 H 2.672 0.308 -1.446  C15 1.133
2 H 2.627 1.135 0.303  C15 1.166
3 O -0.384 0.516 -1.589  S13 1.411
4 C -2.887 -0.158 -0.064  C6 1.419, H8 1.082, H10 1.056, H11 1.107
5 Cl 3.972 -0.801 0.195  C15 1.829
6 C -1.592 -0.498 0.406  C4 1.419, H12 1.026, S13 1.696
7 Cl 0.299 2.504 0.236  S13 2.220
8 H -3.353 0.479 0.675  C4 1.082
9 C 1.354 -0.582 0.270  S13 1.965, H14 1.180, C15 1.504, H16 1.127
10 H -2.787 0.328 -0.995  C4 1.056
11 H -3.598 -0.998 -0.179  C4 1.107
12 H -1.467 -0.575 1.422  C6 1.026
13 S -0.283 0.404 -0.186  O3 1.411, C6 1.696, Cl7 2.220, C9 1.965
14 H 1.324 -1.708 -0.082  C9 1.180
15 C 2.512 0.164 -0.333  H1 1.133, H2 1.166, Cl5 1.829, C9 1.504
16 H 1.593 -0.519 1.369  C9 1.127

Calculated values
HOMO-LUMO gap (spin up / spin down), eV: 8.013 / 8.012
Charge: 0
Structure (SMILES): CC=[S@@](=O)(Cl)CCCl
Strongest force on any atom, eV/Å: 3.9